# 1
{"formula": "C20H31Cl2ErN4O3", "method": "ωB97M-V/def2-TZVPD", "multiplicity": 4, "homo_energy_ev": [-4.8, -4.8], "homo_lumo_gap_ev": [4.73, 4.72], "molar_mass_g_mol": 613.7, "max_force_ev_per_a": 3.8, "charge": 0, "relative_energy_kj_mol": 0.00, "elements": ["O", "C", "C", "C", "H", "C", "H", "C", "H", "C", "H", "C", "H", "H", "C", "C", "H", "H", "H", "C", "C", "H", "H", "H", "H", "Er", "Cl", "Cl", "C", "O", "N", "C", "C", "H", "H", "H", "H", "H", "H", "H", "H", "H", "C", "C", "N", "H", "C", "O", "H", "H", "H", "H", "N", "C", "C", "C", "N", "H", "H", "H", "H"], "positions_angstrom": [[0.766996, -0.921662, -2.203804], [0.942966, -0.206274, -3.214401], [1.181688, -0.751238, -4.551175], [1.690872, -2.052068, -4.778327], [1.947529, -2.676568, -3.919870], [1.843166, -2.483361, -6.092945], [2.249364, -3.471539, -6.304068], [1.479783, -1.655635, -7.167375], [1.600171, -1.991797, -8.204262], [0.966656, -0.371374, -6.927981], [0.691929, 0.282551, -7.759347], [0.803686, 0.077377, -5.623108], [0.381250, 1.062900, -5.384369], [0.795012, 0.887889, -3.135043], [2.766833, 2.058790, -1.263086], [1.677625, 1.930744, -0.300791], [3.319565, 3.006485, -1.193719], [2.361202, 1.974339, -2.283221], [3.462645, 1.214325, -1.141237], [1.197574, 2.636455, 0.688539], [1.934691, 3.671247, 1.531946], [0.155566, 2.491172, 1.021821], [2.685923, 4.209871, 0.945878], [2.446738, 3.213278, 2.387802], [1.223059, 4.398051, 1.930427], [0.285535, -0.325452, -0.102674], [2.461645, -1.694550, 0.009060], [-1.175332, 1.324167, -1.607585], [1.784550, -0.380057, 2.890488], [0.731103, -0.202086, 2.220688], [1.820993, -0.387495, 4.219458], [0.612997, -0.218065, 5.011318], [3.071966, -0.569009, 4.935611], [2.734419, -0.563465, 2.370739], [-0.245232, -0.153983, 4.348152], [0.688984, 0.686290, 5.619988], [0.500663, -1.053071, 5.706826], [3.885230, -0.642790, 4.209246], [3.050445, -1.474755, 5.551793], [3.257656, 0.275310, 5.607792], [-4.444665, 1.973647, 3.141881], [-5.835064, 1.415765, 1.158050], [-3.586037, 2.155039, 2.484642], [-4.957775, 1.558257, 0.517899], [-3.745465, 1.331381, 1.292278], [-2.660230, 1.890546, 2.996922], [-2.767851, 0.579363, 0.785240], [-1.617659, 0.444382, 1.280468], [-4.976839, 0.833191, -0.301691], [-3.028929, 0.092486, -0.169932], [-3.587673, 3.223135, 2.225152], [-4.986381, 2.578462, 0.105373], [-1.739897, -2.392359, 1.542417], [-2.498794, -3.507636, 1.551056], [-2.375400, -4.078775, 0.276335], [-1.517745, -3.226072, -0.447203], [-1.135973, -2.182657, 0.329093], [-1.580218, -1.732262, 2.296838], [-3.038972, -3.817631, 2.427909], [-2.824986, -4.978621, -0.085728], [-1.131560, -3.314580, -1.456184]], "atomic_forces_ev_per_a": [[0.554, 0.687, -2.621], [-0.832, -0.872, 1.402], [0.048, -0.354, -0.433], [-0.321, 0.686, -0.075], [-0.009, 0.194, -0.303], [-0.054, 0.053, -0.156], [-0.099, 0.200, 0.107], [-0.060, 0.420, 0.231], [-0.005, 0.056, 0.516], [-0.041, -0.217, -0.176], [0.075, -0.302, 0.235], [0.335, -0.162, 0.427], [0.251, -0.404, -0.269], [0.176, -0.443, 0.106], [1.044, 0.276, 0.352], [-2.043, -3.017, -1.045], [0.307, 0.053, -0.197], [0.183, 0.154, 0.139], [0.042, 0.220, -0.124], [0.469, 1.102, 1.293], [-0.283, 0.381, -0.395], [0.271, -0.416, 0.282], [0.023, -0.023, 0.076], [-0.072, -0.026, -0.080], [0.092, 0.192, 0.108], [1.049, 3.210, 0.554], [0.249, -0.346, 0.231], [-0.741, -0.179, -0.286], [-1.190, 0.182, -1.258], [1.259, -0.607, 1.293], [-0.106, -0.038, 0.137], [0.200, 0.049, 0.153], [0.078, 0.007, -0.012], [-0.112, 0.095, 0.135], [0.054, 0.056, 0.013], [-0.053, 0.069, -0.140], [-0.009, -0.097, -0.125], [-0.091, 0.006, 0.194], [-0.060, 0.036, -0.177], [-0.020, -0.008, -0.179], [0.177, 0.014, -0.013], [0.098, -0.020, -0.123], [-0.088, -0.080, -0.014], [0.038, -0.140, -0.048], [0.055, 0.225, 0.009], [-0.094, 0.075, -0.159], [1.354, 0.057, 0.050], [-1.796, 0.026, -0.149], [-0.133, 0.246, 0.108], [0.016, 0.073, 0.377], [0.143, -0.274, -0.019], [0.107, -0.296, 0.110], [0.156, -0.228, -0.928], [0.707, 0.069, -1.278], [0.213, 0.650, 0.496], [0.001, 0.698, 1.432], [-1.228, -1.826, 0.404], [0.022, 0.008, -0.403], [-0.015, -0.012, 0.011], [-0.162, -0.210, 0.012], [-0.131, 0.076, 0.192]]}

# 2
{"formula": "C20H31CrO2", "method": "ωB97M-V/def2-TZVPD", "multiplicity": 5, "homo_energy_ev": [-1.4, -3.6], "homo_lumo_gap_ev": [4.08, 6.30], "molar_mass_g_mol": 355.5, "max_force_ev_per_a": 3.3, "charge": -1, "relative_energy_kj_mol": 0.00, "elements": ["O", "C", "C", "H", "H", "C", "H", "H", "C", "H", "H", "H", "C", "H", "H", "H", "Cr", "C", "C", "C", "H", "C", "C", "H", "H", "H", "H", "C", "C", "C", "H", "C", "C", "H", "H", "H", "H", "O", "C", "C", "H", "H", "C", "H", "H", "C", "H", "H", "H", "H", "C", "H", "H", "H"], "positions_angstrom": [[-0.116021, 0.310629, -1.362114], [1.024713, 1.054300, -1.889519], [0.154313, 2.288562, -2.068155], [1.408718, 0.654427, -2.831808], [1.800715, 1.122726, -1.093619], [-0.927807, 1.508627, -1.195608], [-0.075036, 2.380957, -3.130118], [0.592218, 3.204698, -1.652682], [-2.325449, 1.122064, -1.651159], [-2.255354, 0.599102, -2.625534], [-3.000316, 1.989905, -1.698980], [-2.760877, 0.403312, -0.926020], [-0.967615, 2.185274, 0.178416], [0.049398, 2.401043, 0.522262], [-1.483587, 1.629008, 0.972040], [-1.469974, 3.168514, 0.074329], [0.260915, -0.228776, 3.174914], [0.883148, 1.430872, 4.487389], [1.911998, 0.420237, 4.502248], [2.370624, 0.242039, 3.149898], [2.373685, -0.005157, 5.394372], [1.647993, 1.157457, 2.305331], [0.728778, 1.895592, 3.136542], [0.091006, 2.707406, 2.792660], [0.376625, 1.857819, 5.355962], [3.173982, -0.414015, 2.811983], [1.763497, 1.286066, 1.232181], [-1.313296, -0.657166, 4.565288], [-1.876244, 0.522758, 3.925496], [-2.327585, 0.153448, 2.619293], [-2.088352, 1.499638, 4.371450], [-1.862171, -1.161808, 2.338525], [-1.300474, -1.718612, 3.551236], [-0.957461, -2.743534, 3.706318], [-1.016923, -0.742711, 5.613235], [-2.987307, 0.736072, 1.971597], [-1.950578, -1.616774, 1.343996], [-0.133947, -1.253681, -3.318017], [-0.228669, -0.690493, -4.659096], [0.522713, -1.578060, -5.657757], [0.265726, 0.301409, -4.611299], [-1.298629, -0.557863, -4.908871], [1.343880, -2.548092, -4.762277], [1.185978, -0.990193, -6.294301], [-0.178806, -2.112120, -6.300956], [0.924313, -2.216673, -3.305264], [2.412659, -2.336143, -4.884737], [1.156238, -3.606800, -4.980168], [1.776981, -1.765898, -2.757654], [0.572425, -3.123112, -2.794355], [0.924137, -1.800897, 1.932955], [1.819089, -1.551358, 1.343715], [0.177215, -2.275940, 1.278132], [1.208807, -2.538101, 2.708323]], "atomic_forces_ev_per_a": [[0.760, 0.609, 0.817], [-0.751, -0.375, 1.215], [-0.364, -0.174, -0.123], [0.129, -0.298, 0.331], [-0.219, 0.016, -0.708], [0.726, 0.492, -0.225], [-0.317, 0.358, 0.051], [-0.507, -0.043, -0.151], [-0.078, -0.003, -0.450], [-0.193, 0.397, 0.409], [0.172, -0.216, -0.119], [0.397, 0.376, -0.280], [0.151, 0.077, 0.180], [-0.165, -0.098, -0.023], [0.271, -0.025, -0.438], [0.128, -0.412, -0.121], [0.748, -2.431, -2.036], [1.171, 0.724, -0.336], [0.815, 1.242, -0.340], [0.221, 1.232, 0.706], [-0.370, -0.104, -0.342], [0.149, 0.890, 0.979], [1.443, 0.515, 0.197], [0.014, -0.380, 0.194], [0.099, -0.383, -0.351], [-0.504, 0.072, 0.204], [-0.030, -0.239, 0.294], [-1.568, -0.305, -1.084], [-1.696, -1.112, 0.255], [0.337, -0.541, 0.686], [0.244, -0.505, 0.026], [-1.169, 0.067, 0.920], [-1.193, 1.211, 0.486], [0.004, 0.499, -0.154], [0.006, 0.015, -0.491], [0.542, -0.032, 0.160], [0.107, -0.029, 0.712], [-0.023, -0.857, -2.264], [0.150, 0.482, 0.959], [-0.060, -0.495, 0.453], [-0.403, -0.218, -0.154], [0.529, -0.034, 0.188], [-0.063, 0.385, 0.167], [-0.135, -0.001, 0.009], [0.084, -0.043, 0.038], [0.206, 0.263, 0.031], [-0.190, -0.275, -0.022], [0.070, 0.325, -0.112], [-0.359, -0.417, -0.061], [0.136, 0.385, 0.110], [0.245, -0.392, -0.138], [-0.115, -0.221, -0.055], [0.271, 0.101, 0.117], [0.147, -0.073, -0.313]]}